{
  "formula": "C37H31FeN8",
  "method": "ωB97M-V/def2-TZVPD",
  "s2": 8.778,
  "charge": 2,
  "gap_ha": [0.1635, 0.1676],
  "multiplicity": 6,
  "homo_ev": [-13.34, -13.39],
  "symbols": ["Fe", "C", "C", "C", "C", "C", "C", "C", "C", "C", "H", "H", "H", "H", "H", "H", "H", "H", "H", "H", "H", "H", "C", "C", "C", "C", "N", "C", "N", "C", "N", "C", "N", "C", "C", "C", "C", "C", "N", "C", "C", "C", "C", "C", "C", "H", "H", "H", "H", "H", "H", "H", "H", "H", "H", "H", "H", "N", "C", "C", "C", "C", "C", "C", "C", "N", "C", "C", "N", "C", "H", "H", "H", "H", "H", "H", "H"],
  "xyz": [[0.296, 0.661, 0.425], [-1.921, -0.703, -3.217], [-1.955, 0.198, -2.025], [-2.673, -0.165, -0.888], [-2.813, 0.707, 0.190], [-3.737, 0.380, 1.317], [-2.179, 1.952, 0.139], [-1.453, 2.345, -0.989], [-0.994, 3.759, -1.143], [-1.331, 1.444, -2.054], [-2.909, -0.733, -3.679], [-1.662, -1.720, -2.927], [-1.217, -0.342, -3.965], [-3.191, -1.113, -0.867], [-4.766, 0.447, 0.962], [-3.624, 1.079, 2.141], [-3.589, -0.633, 1.684], [-2.362, 2.672, 0.926], [-1.726, 4.285, -1.758], [-0.036, 3.831, -1.652], [-0.938, 4.275, -0.188], [-0.828, 1.769, -2.954], [2.269, -2.354, 0.249], [1.407, -0.545, -1.815], [1.936, 0.815, -1.430], [2.587, 0.990, -0.238], [2.809, 0.078, 0.786], [2.767, -1.169, 1.005], [2.909, 2.280, 0.127], [2.048, 2.868, 0.863], [0.856, 2.240, 1.252], [0.269, 3.009, 2.220], [-0.649, 2.627, 3.036], [-1.047, 1.344, 3.210], [-1.838, 1.118, 4.354], [-2.169, -0.166, 4.713], [-1.710, -1.216, 3.920], [-0.969, -0.918, 2.791], [-0.648, 0.321, 2.422], [0.979, 4.285, 2.309], [0.764, 5.409, 3.082], [1.675, 6.455, 2.951], [2.772, 6.367, 2.102], [3.015, 5.218, 1.354], [2.101, 4.188, 1.462], [2.421, -3.263, 0.833], [0.821, -0.433, -2.740], [1.935, 1.622, -2.145], [3.071, -1.429, 2.020], [-2.138, 1.978, 4.932], [-2.754, -0.359, 5.602], [-1.925, -2.241, 4.173], [-0.596, -1.710, 2.156], [-0.081, 5.474, 3.749], [1.522, 7.353, 3.528], [3.452, 7.204, 2.031], [3.880, 5.127, 0.717], [-1.224, -8.559, -4.468], [-0.832, -7.619, -3.941], [-0.340, -6.452, -3.320], [1.010, -6.098, -3.487], [1.506, -4.987, -2.861], [0.678, -4.204, -2.022], [-0.694, -4.531, -1.914], [-1.193, -5.634, -2.558], [1.214, -3.181, -1.341], [2.588, -2.652, -1.257], [2.578, -1.431, -2.055], [0.501, -0.965, -0.742], [0.768, -2.273, -0.293], [1.651, -6.711, -4.101], [2.537, -4.710, -3.001], [-1.350, -3.909, -1.327], [-2.240, -5.888, -2.485], [3.403, -3.342, -1.460], [3.340, -1.150, -2.755], [-0.038, -2.661, 0.332]]
}